Formula: C15H72BNO32
Source: the Open Molecules 2025 dataset
Level of theory: ωB97M-V/def2-TZVPD

```
! RIJCOSX wB97M-V def2-TZVPD def2/J DEFGRID3
* xyz 0 1
C -3.798 -0.815 -2.666
C -3.279 -1.169 -1.273
C -1.762 -0.940 -1.147
C -1.136 -1.354 0.266
N 0.018 -0.476 0.617
C 0.337 -0.838 2.061
C 0.955 0.284 2.880
C 0.372 1.532 2.136
C -0.191 0.959 0.771
C 1.190 -0.733 -0.338
C 2.582 -0.419 0.071
C 3.628 -0.988 -0.865
H -3.613 0.103 -3.227
H -4.888 -0.955 -2.807
H -3.447 -1.634 -3.369
H -3.600 -2.022 -1.095
H -3.746 -0.502 -0.464
H -1.483 -0.051 -1.465
H -1.128 -1.422 -1.937
H -0.944 -2.366 0.225
H -2.038 -1.029 0.945
H 0.876 -1.743 2.372
H -0.590 -0.934 2.596
H 2.014 0.502 2.962
H 0.328 0.245 3.924
H 1.227 2.150 1.675
H -0.262 2.304 2.518
H 0.026 1.595 -0.067
H -1.354 1.273 0.881
H 0.939 -0.516 -1.408
H 1.059 -1.736 -0.488
H 2.753 -0.681 1.058
H 2.694 0.713 0.123
H 3.617 -0.658 -1.946
H 3.596 -2.200 -0.828
H 4.564 -1.045 -0.635
O -5.975 2.281 -2.957
C -6.504 1.914 -1.796
O -5.959 1.223 -0.973
B -7.022 1.197 0.127
O -8.074 2.068 -0.312
C -7.674 2.555 -1.360
O -8.368 3.456 -1.924
O -6.466 1.594 1.435
C -6.467 0.535 2.139
O -6.287 0.612 3.407
C -7.100 -0.565 1.489
O -7.429 -0.150 0.368
O -7.216 -1.803 1.839
O 3.257 4.379 3.418
H 2.400 4.408 3.765
H 3.419 3.364 3.320
O -3.487 2.948 -2.618
H -4.218 2.540 -2.564
H -3.108 3.089 -1.818
O 0.445 -3.333 -2.359
H 1.147 -3.727 -1.883
H 0.140 -4.053 -2.826
O 1.727 3.571 0.250
H 2.610 3.144 0.431
H 1.820 4.527 0.074
O -2.576 3.457 2.535
H -2.409 3.682 1.598
H -3.274 4.069 2.581
O -1.902 1.712 -4.341
H -2.671 2.230 -3.870
H -1.242 1.807 -3.807
O -0.206 3.478 -1.757
H 0.600 3.392 -1.196
H -0.335 4.211 -2.043
O 2.822 -0.522 5.094
H 2.064 -0.006 5.238
H 3.264 -0.504 5.933
O 1.160 -0.996 -3.850
H 0.286 -0.771 -4.298
H 0.978 -1.714 -3.270
O 1.883 -3.695 2.522
H 2.794 -3.787 2.081
H 1.815 -3.699 3.512
O 5.799 -3.815 -0.489
H 6.556 -3.446 -0.366
H 5.251 -3.791 0.262
O 5.044 -2.840 -3.452
H 5.572 -3.370 -4.014
H 5.146 -2.884 -2.498
O -4.714 -3.915 -4.739
H -5.366 -3.085 -4.974
H -4.943 -4.110 -3.776
O -2.787 0.462 2.719
H -3.024 0.402 3.557
H -2.532 1.500 2.759
O 0.301 0.568 6.043
H 0.277 -0.138 6.686
H -0.515 0.816 5.608
O 5.433 -0.064 -3.689
H 5.494 -1.168 -3.864
H 4.677 0.172 -4.360
O -0.932 -5.091 0.882
H -0.148 -4.584 0.581
H -1.593 -5.212 0.182
O 4.383 1.717 -1.512
H 4.378 2.595 -1.922
H 4.640 1.149 -2.351
O -1.837 3.510 -0.265
H -1.900 4.527 -0.147
H -1.071 3.295 -0.702
O 6.154 -1.446 2.008
H 5.972 -1.400 2.955
H 6.229 -0.465 1.687
O 5.810 1.020 0.801
H 5.080 1.076 1.330
H 5.496 1.096 0.023
O 4.003 1.281 3.380
H 3.545 0.660 3.883
H 4.965 1.204 3.622
O 0.149 1.622 -3.805
H 0.416 0.839 -3.290
H 0.223 2.255 -3.105
O 1.708 -4.439 0.162
H 2.090 -4.077 1.013
H 2.393 -4.979 -0.214
*
```

ΔE to the lowest compared entry with this formula, charge and spin   6.412 eV
Kohn-Sham gap   7.816 eV
Calculated total energy   -3101.64333 hartree
Lowest unoccupied orbital energy   -0.0455 Eh
HOMO level   -9.05 eV